No. 1
Below is a molecular structure, C24H15ClHfN2O5, with properties calculated with ωB97M-V/def2-TZVPD.

Summary:
Highest occupied orbital energy = -13.5 eV
Charge = +2
LUMO level = -7.2 eV

Cartesian coordinates (Å):
C -2.1066 -0.3437 3.7165
C -3.0272 0.1964 4.5540
C 3.0665 1.5546 -1.0640
C -0.6617 -1.9671 -5.0405
C -0.8997 -0.1269 1.6047
H 0.8255 1.0020 -4.4474
C -3.4413 2.1185 3.0921
C 4.2622 1.4791 1.0467
C 4.9623 2.6130 0.6806
C -0.9494 -3.8815 -3.4888
O -0.5899 0.4813 0.4702
N 0.2895 -2.4063 -1.4865
H -1.5959 -1.2690 3.9386
H 2.2798 1.4823 -3.0375
C -2.5071 1.5861 2.2260
C -4.4175 0.6832 6.2346
Cl 5.6202 4.6373 -0.9822
H -3.9621 3.0423 2.8887
H -0.0333 -4.0286 -0.2535
O -3.4748 -0.2689 5.7422
C -1.8464 0.3800 2.5199
C -0.5004 -2.5744 -3.7745
C 0.6609 -0.5647 -3.0016
H 3.6516 3.1686 -2.3830
H -5.3891 0.2121 6.3679
C 3.8099 2.7010 -1.4198
O 2.6278 -0.1580 0.5579
C -0.1973 -0.7012 -5.2552
C -0.7678 -4.4181 -2.2394
Hf 0.8814 -0.8686 0.0405
C 2.1966 1.0180 -2.0572
C 4.7326 3.2308 -0.5519
H 4.4502 0.9938 1.9941
H -2.2739 2.0984 1.3033
C 0.1439 -1.8597 -2.7448
C 0.4702 0.0029 -4.2353
C -3.6827 1.4025 4.2524
H -1.4366 -4.4533 -4.2688
C 3.3065 0.9522 0.1938
H 5.7049 3.0286 1.3485
O -4.5291 1.7098 5.2264
H -4.0482 1.1341 7.1545
H -1.1589 -2.5179 -5.8278
H -0.3302 -0.2266 -6.2171
N 1.3703 0.0151 -1.9114
C -0.1570 -3.6400 -1.2587
O -0.2320 -1.2323 1.7878
H -1.0968 -5.4171 -1.9947

***

No. 2
Below is a single C24H15ClN2O8S molecule, with properties calculated with ωB97M-V/def2-TZVPD.

Summary:
Highest occupied orbital energy = -7.9 eV
LUMO level = -0.7 eV

Cartesian coordinates (Å):
O -3.5357 -2.6406 8.5427
H -2.0926 -3.6813 6.9101
C 0.1924 1.6396 0.3838
C -0.2523 0.8590 -9.2808
S -0.0477 -0.0898 0.4610
C -2.0170 -0.3870 6.1439
C 1.0811 1.0518 -3.1649
C 1.6014 -1.6508 -7.5432
C 2.4593 0.3889 -3.2207
N 0.5977 0.9581 -1.8062
O 0.3534 -1.3151 -1.8620
C -1.1663 -0.4019 5.0389
C -3.2629 -1.4548 7.9797
C 1.4950 0.8322 -6.1717
O 0.2310 -0.4668 -9.2359
H 1.4838 1.7932 -5.6897
C -1.8304 -2.7743 6.3899
C -0.9808 -2.8076 5.3038
O -3.7277 -0.4239 8.3975
C -0.6431 -1.6394 4.6314
O 0.1620 1.5475 -8.1184
H -0.5628 -3.7425 4.9656
H 0.1472 1.3681 -10.1720
H -1.3529 0.8495 -9.3306
C -0.5196 2.9863 3.8365
H 0.3824 0.5572 -3.8432
Cl 0.4595 -1.7506 3.3163
O -0.5088 0.8846 3.0792
H -2.4484 0.5413 6.4841
H 1.6466 -2.5888 -8.0693
H 3.6755 -0.7360 -4.3131
C 0.5639 2.0595 -0.9699
H -1.1139 2.4207 5.8915
C 0.3453 -0.2759 -1.2675
O 3.1701 0.3313 -2.2429
C -0.8848 2.1375 4.8850
N 2.8383 -0.1707 -4.3967
C -0.3027 2.1746 2.7344
H -4.1358 -2.5161 9.2945
C 0.0603 2.5145 1.4071
C 2.2231 -1.4774 -6.3109
C 0.8768 0.6456 -7.3830
H 0.2386 3.5597 1.1964
C 2.1652 -0.2697 -5.6235
C 0.9214 -0.5751 -8.0600
O 0.7808 3.1885 -1.3411
H -0.4249 4.0524 3.8649
H 1.1569 2.1200 -3.3881
C -0.8614 0.8517 4.3751
C -2.3499 -1.5534 6.8183
H 2.7584 -2.3049 -5.8722

***

Which of these has the highest highest occupied orbital energy? C24H15ClN2O8S